# 1
{"formula": "C18H17F5N2O4SiW", "method": "the ωB97M-V functional and the def2-TZVPD basis", "orbital_gap_ev": 6.8, "e_above_lowest_kcal_mol": 30.1, "total_charge": 2, "symbols": ["W", "O", "C", "O", "C", "C", "C", "C", "C", "N", "C", "O", "O", "H", "H", "H", "F", "C", "F", "C", "F", "F", "F", "C", "Si", "C", "C", "N", "C", "C", "C", "C", "C", "C", "H", "H", "H", "H", "H", "H", "H", "H", "H", "H", "H", "H", "H", "H"], "positions_angstrom": [[-0.2190, 0.1426, -0.3015], [3.7503, -0.5551, -0.2032], [2.6689, -0.2343, 0.1254], [1.5158, -0.5326, -0.5932], [2.2596, 0.5471, 1.3397], [3.0562, 0.9630, 2.3872], [2.4456, 1.6442, 3.4384], [1.0734, 1.8926, 3.4198], [0.3535, 1.4445, 2.3316], [0.9553, 0.7966, 1.3420], [-1.1238, 1.5855, 2.0973], [-1.9055, 2.1628, 2.7575], [-1.4420, 0.9349, 0.9059], [4.1157, 0.7442, 2.3784], [3.0391, 1.9772, 4.2795], [0.5701, 2.4115, 4.2246], [-1.5378, -1.6615, 1.6653], [-0.3794, -1.6011, 1.0253], [-0.5814, -2.1547, -0.2725], [0.6509, -2.4102, 1.8352], [0.9049, -1.7125, 2.9480], [1.7859, -2.5709, 1.1600], [0.1569, -3.5875, 2.1515], [-2.2692, 3.0221, -1.9862], [-0.9267, 1.8277, -2.3492], [-1.6761, -0.0116, -2.0728], [-0.0742, 1.8155, -3.9711], [0.2931, 1.7836, -1.0200], [1.1845, 2.8733, -0.7921], [2.4826, 2.7711, -1.2863], [3.3613, 3.8162, -1.0379], [2.9372, 4.9299, -0.3225], [1.6351, 5.0171, 0.1548], [0.7408, 3.9810, -0.0757], [-3.0477, 2.9592, -2.7509], [-1.8732, 4.0400, -2.0164], [-2.7268, 2.8442, -1.0118], [-2.4046, 0.1674, -2.8761], [-2.3777, -0.2949, -1.2634], [-1.1268, -0.8861, -2.4539], [-0.8053, 1.7781, -4.7824], [0.6147, 0.9766, -4.0773], [0.4939, 2.7419, -4.0896], [2.7850, 1.9081, -1.8675], [4.3744, 3.7642, -1.4133], [3.6267, 5.7440, -0.1448], [1.3122, 5.8932, 0.7006], [-0.2796, 4.0178, 0.2879]], "forces_ev_per_a": [[0.2, -0.4, 0.3], [0.0, 0.0, 0.0], [0.1, 0.0, 0.1], [0.0, 0.0, -0.1], [0.0, 0.0, 0.0], [0.0, 0.0, 0.0], [0.0, 0.0, 0.0], [0.0, 0.0, 0.0], [-0.1, 0.0, 0.0], [-0.1, 0.0, 0.1], [0.1, 0.0, 0.0], [-0.1, 0.0, 0.0], [-0.1, -0.1, 0.1], [0.0, 0.0, 0.0], [0.0, 0.0, 0.0], [0.0, 0.0, 0.0], [-0.1, 0.1, -0.1], [0.1, 0.0, 0.1], [-0.2, 0.2, 0.1], [0.1, -0.2, -0.1], [0.0, 0.0, 0.0], [-0.1, 0.0, 0.0], [0.0, 0.0, 0.0], [0.0, 0.0, -0.1], [0.0, 0.1, -0.2], [0.0, 0.0, -0.1], [-0.1, 0.0, 0.0], [0.0, 0.1, 0.0], [-0.1, -0.2, 0.0], [0.0, 0.2, 0.0], [0.0, -0.1, 0.0], [0.0, 0.0, 0.0], [-0.1, 0.0, 0.0], [0.2, -0.1, 0.0], [0.0, 0.0, 0.0], [0.0, 0.0, 0.0], [0.0, 0.0, 0.0], [0.0, 0.1, 0.0], [0.0, -0.1, 0.0], [0.0, -0.1, 0.1], [0.0, 0.0, 0.0], [0.0, 0.0, 0.0], [0.0, 0.0, 0.0], [0.0, 0.0, 0.0], [0.0, 0.0, 0.0], [0.0, 0.0, 0.0], [0.0, 0.0, 0.0], [0.0, 0.1, 0.0]], "mulliken_charge": [0.7025, -0.4555, -0.3174, -0.6728, 0.9947, -0.7563, -0.7064, -0.7829, 0.5876, 0.8037, 0.0015, -0.4496, -0.6110, 0.6356, 0.5212, 0.6179, -0.2387, 0.5704, -0.3064, 0.7742, -0.2159, -0.2077, -0.2170, -1.0579, -0.2309, -1.2457, -1.0308, 1.4377, -0.1823, -0.1565, -0.8591, -0.5859, -1.0063, -0.0156, 0.4619, 0.3818, 0.3601, 0.6704, 0.5881, 0.4919, 0.4586, 0.3681, 0.3833, 0.5148, 0.4827, 0.4765, 0.4828, 0.5408]}

=====

# 2
{"formula": "C18H17F6N6OPdS2Se", "method": "the ωB97M-V functional and the def2-TZVPD basis", "orbital_gap_ev": 6.9, "e_above_lowest_kcal_mol": 14.2, "total_charge": 1, "symbols": ["Pd", "N", "C", "N", "C", "C", "S", "C", "C", "S", "C", "N", "N", "H", "H", "H", "H", "H", "H", "C", "C", "O", "C", "F", "F", "F", "C", "F", "F", "F", "H", "H", "H", "C", "N", "C", "Se", "N", "C", "C", "C", "C", "C", "C", "H", "H", "H", "H", "H", "H", "H", "H"], "positions_angstrom": [[-0.1464, 0.4755, -1.5709], [-2.4623, 2.8557, -1.6812], [-1.4562, 2.9741, -2.5809], [-0.4944, 2.0898, -2.6975], [0.4300, 2.4435, -3.6795], [0.1621, 3.6205, -4.2825], [-1.2877, 4.3134, -3.6469], [1.5208, 1.4957, -3.9023], [2.6251, 1.6111, -4.6731], [3.6305, 0.2180, -4.4667], [2.4847, -0.4303, -3.3334], [1.4287, 0.3229, -3.1760], [2.6573, -1.5810, -2.6688], [-2.6724, 1.9217, -1.3626], [-3.2577, 3.4655, -1.7709], [0.7098, 4.1111, -5.0670], [2.9215, 2.4160, -5.3222], [3.4923, -2.1257, -2.7740], [2.0215, -1.7740, -1.9060], [-0.3467, -3.1961, 0.5020], [-0.7016, -2.1376, -0.5449], [0.2873, -1.1693, -0.5488], [-2.0911, -1.5302, -0.1906], [-2.6909, -0.9402, -1.2562], [-2.9490, -2.4182, 0.3025], [-1.9510, -0.5583, 0.7366], [-0.7925, -2.8154, -1.9371], [-0.8784, -1.9096, -2.9332], [0.3088, -3.5412, -2.1710], [-1.8449, -3.6344, -2.0349], [-0.3114, -2.7182, 1.4802], [0.6377, -3.5962, 0.2738], [-1.0696, -4.0090, 0.5256], [2.5106, 0.0578, 2.5997], [1.1269, 0.4798, 2.6733], [0.4606, 1.2004, 1.7558], [1.1456, 1.8537, 0.1536], [-0.7934, 1.3827, 2.2058], [-0.9619, 0.7530, 3.4276], [-2.0505, 0.6303, 4.2771], [-1.8449, -0.0802, 5.4464], [-0.6029, -0.6443, 5.7565], [0.4825, -0.5219, 4.9083], [0.2750, 0.1873, 3.7334], [2.8650, 0.2194, 1.5852], [2.5701, -1.0025, 2.8409], [3.1162, 0.6316, 3.3003], [-1.4869, 1.8833, 1.6765], [-3.0111, 1.0662, 4.0416], [-2.6645, -0.2010, 6.1406], [-0.4912, -1.1885, 6.6836], [1.4412, -0.9567, 5.1522]], "forces_ev_per_a": [[0.5, -0.2, 0.3], [0.0, 0.0, 0.0], [0.0, 0.0, 0.0], [0.0, 0.3, -0.1], [0.0, 0.1, -0.2], [0.0, -0.1, 0.1], [0.0, -0.1, 0.0], [0.1, 0.0, -0.1], [-0.1, -0.1, 0.1], [-0.1, 0.0, 0.0], [0.0, 0.1, -0.1], [0.0, -0.1, -0.1], [0.0, 0.0, 0.0], [0.0, 0.0, 0.0], [0.0, 0.0, 0.0], [0.0, 0.0, 0.0], [0.0, 0.0, 0.0], [0.0, 0.0, 0.0], [0.0, 0.0, 0.0], [-0.1, 0.1, 0.0], [0.1, 0.0, 0.1], [-0.1, 0.0, -0.2], [0.0, 0.0, 0.1], [0.1, 0.1, 0.1], [0.0, 0.0, -0.1], [0.0, -0.2, -0.1], [-0.1, 0.0, 0.1], [0.0, 0.0, 0.1], [0.0, 0.0, 0.0], [0.0, 0.0, 0.0], [0.0, 0.0, 0.0], [0.0, 0.0, 0.0], [0.0, 0.0, 0.0], [0.1, -0.1, -0.1], [-0.2, 0.1, -0.1], [0.0, -0.1, 0.1], [-0.4, 0.1, -0.2], [0.2, 0.1, 0.0], [0.1, -0.1, 0.1], [0.0, 0.0, 0.0], [-0.1, 0.0, 0.0], [0.0, 0.0, 0.0], [0.0, 0.0, 0.0], [-0.2, 0.0, 0.1], [0.0, 0.0, 0.0], [0.0, 0.0, 0.0], [0.0, 0.0, 0.0], [0.0, 0.0, 0.0], [0.0, 0.0, 0.0], [0.0, 0.0, 0.0], [0.0, 0.0, 0.0], [0.0, 0.0, 0.0]], "mulliken_charge": [0.6021, -0.4185, 0.5925, -0.0737, -0.4989, -0.1656, -0.1761, -0.1331, -0.2361, -0.1977, 0.4298, 0.0361, -0.3080, 0.0991, 0.2647, 0.4502, 0.4406, 0.2071, 0.0678, -1.9693, 1.4077, -0.2012, 0.1617, -0.2731, -0.2928, -0.1051, 0.5537, -0.2408, -0.2738, -0.2753, 0.3738, 0.4446, 0.3953, -0.9909, 0.3050, -0.2594, -0.3008, 0.1735, 0.4967, -0.9333, -0.5101, -0.6290, -0.7243, 0.7918, 0.2800, 0.3456, 0.3585, 0.2256, 0.4321, 0.4072, 0.4073, 0.4372]}